Version one
Here is a cluster of 3 separate species, C4H13N2 in total from OMol25. Energies are from wB97M-V/def2-TZVPD.

Summary:
Lowest unoccupied orbital energy (alpha / beta): 0.91 / -0.81 eV
2S+1: 2
HOMO-LUMO gap (alpha / beta): 8.98 / 7.23 eV
HOMO (alpha / beta): -8.1 / -8.0 eV

Geometry (Å):
1 C -3.27 0.77 -0.49
2 N 2.17 0.78 -0.36
3 C 3.40 0.27 0.26
4 C -2.61 0.80 -1.66
5 N 0.13 -0.82 0.28
6 C -0.61 -1.28 1.46
7 H -2.87 0.11 0.28
8 H -3.95 1.54 -0.13
9 H 2.33 0.97 -1.37
10 H 3.95 1.14 0.61
11 H 3.11 -0.24 1.19
12 H 4.12 -0.33 -0.32
13 H -1.56 0.53 -1.70
14 H -3.14 1.15 -2.54
15 H 1.29 0.24 -0.18
16 H 0.03 -1.59 -0.39
17 H -0.03 -1.26 2.36
18 H -1.42 -0.52 1.45
19 H -1.06 -2.27 1.26

Let us look at the natural (NBO) charges, expressed in e, one per atom: atom 1 (C): -0.39, atom 2 (N): -0.89, atom 3 (C): -0.42, atom 4 (C): -0.38, atom 5 (N): -0.41, atom 6 (C): -0.49, atom 7 (H): 0.17, atom 8 (H): 0.21, atom 9 (H): 0.34, atom 10 (H): 0.18, atom 11 (H): 0.18, atom 12 (H): 0.17, atom 13 (H): 0.21, atom 14 (H): 0.19, atom 15 (H): 0.39, atom 16 (H): 0.31, atom 17 (H): 0.22, atom 18 (H): 0.23, atom 19 (H): 0.19

---

Version two
Here is the molecule C4H13N2 from OMol25. Energies are from wB97M-V/def2-TZVPD.

Summary:
Lowest unoccupied orbital energy (alpha / beta): 0.95 / 0.73 eV
2S+1: 2
HOMO-LUMO gap (alpha / beta): 4.67 / 10.26 eV
HOMO (alpha / beta): -3.7 / -9.5 eV

Geometry (Å):
1 C 0.96 1.12 -0.20
2 C 0.71 -0.02 0.80
3 C -0.69 -0.61 0.83
4 C -1.03 -1.56 -0.36
5 N 0.13 -2.24 -0.92
6 N 0.07 2.33 0.03
7 H 0.73 0.83 -1.22
8 H 1.97 1.47 -0.06
9 H 1.45 -0.78 0.55
10 H 0.96 0.35 1.79
11 H -1.45 0.17 0.80
12 H -0.78 -1.19 1.75
13 H -1.68 -2.36 0.02
14 H -1.62 -1.02 -1.11
15 H -0.18 -2.91 -1.61
16 H 0.81 -1.63 -1.36
17 H 0.46 3.16 -0.49
18 H -0.92 2.18 -0.26
19 H 0.09 2.68 1.01

Let us look at the natural (NBO) charges, expressed in e, one per atom: atom 1 (C): -0.29, atom 2 (C): -0.42, atom 3 (C): -0.42, atom 4 (C): -0.22, atom 5 (N): -0.85, atom 6 (N): -1.11, atom 7 (H): 0.21, atom 8 (H): 0.22, atom 9 (H): 0.23, atom 10 (H): 0.22, atom 11 (H): 0.20, atom 12 (H): 0.22, atom 13 (H): 0.20, atom 14 (H): 0.16, atom 15 (H): 0.36, atom 16 (H): 0.35, atom 17 (H): 0.30, atom 18 (H): 0.32, atom 19 (H): 0.34

---

Version three
Here is a cluster of 2 separate species, C4H13N2 in total from OMol25. Energies are from wB97M-V/def2-TZVPD.

Summary:
Lowest unoccupied orbital energy (alpha / beta): 1.12 / 1.11 eV
2S+1: 2
HOMO-LUMO gap (alpha / beta): 6.37 / 10.15 eV
HOMO (alpha / beta): -5.3 / -9.0 eV

Geometry (Å):
1 C -1.65 -0.15 1.67
2 C -0.50 0.80 2.04
3 C 1.33 0.92 0.34
4 N 0.10 1.30 0.82
5 H -2.41 0.37 1.09
6 H -1.20 -0.90 1.02
7 H -2.10 -0.65 2.53
8 H -0.78 1.60 2.71
9 H 0.28 0.18 2.48
10 H 1.70 1.36 -0.57
11 H 1.93 0.30 0.97
12 H -0.46 1.91 0.26
13 C 0.55 -0.56 -2.55
14 N 0.56 -1.43 -1.38
15 H 0.74 -1.08 -3.50
16 H 1.33 0.19 -2.46
17 H -0.40 -0.04 -2.63
18 H -0.30 -1.96 -1.33
19 H 1.27 -2.15 -1.51

Let us look at the natural (NBO) charges, expressed in e, one per atom: atom 1 (C): -0.62, atom 2 (C): -0.21, atom 3 (C): -0.29, atom 4 (N): -0.60, atom 5 (H): 0.20, atom 6 (H): 0.22, atom 7 (H): 0.20, atom 8 (H): 0.18, atom 9 (H): 0.19, atom 10 (H): 0.17, atom 11 (H): 0.17, atom 12 (H): 0.38, atom 13 (C): -0.41, atom 14 (N): -0.82, atom 15 (H): 0.17, atom 16 (H): 0.19, atom 17 (H): 0.19, atom 18 (H): 0.35, atom 19 (H): 0.35

---

Version four
Here is a cluster of 2 separate species, C4H13N2 in total from OMol25. Energies are from wB97M-V/def2-TZVPD.

Summary:
Lowest unoccupied orbital energy (alpha / beta): 0.93 / -0.94 eV
2S+1: 2
HOMO-LUMO gap (alpha / beta): 9.17 / 7.15 eV
HOMO (alpha / beta): -8.2 / -8.1 eV

Geometry (Å):
1 N 1.16 -0.27 -1.07
2 C 2.16 -0.33 -0.01
3 C 2.03 0.85 0.96
4 N -1.14 -0.16 0.06
5 C -1.72 0.93 -0.67
6 C -2.13 -1.15 0.37
7 H 0.15 -0.23 -0.58
8 H 1.15 -1.14 -1.59
9 H 1.02 0.89 1.35
10 H 3.19 -0.29 -0.47
11 H 2.09 -1.27 0.55
12 H 2.47 1.72 0.49
13 H 2.62 0.74 1.87
14 H -2.08 0.64 -1.70
15 H -1.03 1.75 -0.86
16 H -2.52 1.47 -0.09
17 H -3.00 -0.59 0.76
18 H -1.95 -1.85 1.18
19 H -2.47 -1.70 -0.57

Let us look at the natural (NBO) charges, expressed in e, one per atom: atom 1 (N): -0.85, atom 2 (C): -0.21, atom 3 (C): -0.63, atom 4 (N): -0.26, atom 5 (C): -0.49, atom 6 (C): -0.47, atom 7 (H): 0.36, atom 8 (H): 0.34, atom 9 (H): 0.21, atom 10 (H): 0.18, atom 11 (H): 0.15, atom 12 (H): 0.21, atom 13 (H): 0.20, atom 14 (H): 0.21, atom 15 (H): 0.22, atom 16 (H): 0.21, atom 17 (H): 0.20, atom 18 (H): 0.21, atom 19 (H): 0.21

---

Result of the stability comparison: version one is the least stable of them.

---

Version one
Here is the molecule C4H10N2 from OMol25. Energies are from wB97M-V/def2-TZVPD.

Summary:
Lowest unoccupied orbital energy: 1.00 eV
HOMO-LUMO gap: 9.53 eV
SMILES: C/C(=C\N)CN
HOMO: -8.5 eV

Geometry (Å):
1 C 1.42 0.79 -0.12
2 C -1.15 1.21 0.57
3 C -0.21 0.21 -0.01
4 N 2.44 -0.12 0.29
5 N -1.81 -1.63 -0.27
6 C -0.35 -0.97 -0.52
7 H 2.24 -0.49 1.21
8 H 2.55 -0.89 -0.37
9 H -1.81 -2.57 -0.66
10 H -2.52 -1.08 -0.75
11 H 1.59 1.14 -1.14
12 H 1.46 1.68 0.51
13 H 0.33 -1.71 -0.89
14 H -1.18 2.11 -0.05
15 H -2.16 0.81 0.65
16 H -0.81 1.50 1.57

Let us look at the natural (NBO) charges, expressed in e, one per atom: atom 1 (C): -0.22, atom 2 (C): -0.65, atom 3 (C): -0.03, atom 4 (N): -0.83, atom 5 (N): -0.88, atom 6 (C): -0.06, atom 7 (H): 0.36, atom 8 (H): 0.35, atom 9 (H): 0.35, atom 10 (H): 0.36, atom 11 (H): 0.19, atom 12 (H): 0.18, atom 13 (H): 0.20, atom 14 (H): 0.22, atom 15 (H): 0.22, atom 16 (H): 0.22

---

Version two
Here is a cluster of 2 separate species, C4H10N2 in total from OMol25. Energies are from wB97M-V/def2-TZVPD.

Summary:
Lowest unoccupied orbital energy: 0.74 eV
HOMO-LUMO gap: 10.54 eV
SMILES: C=NC.C=NC
HOMO: -9.8 eV

Geometry (Å):
1 C 2.58 0.68 1.01
2 C 0.86 1.55 2.24
3 N 2.02 1.81 1.78
4 H 1.83 0.15 0.42
5 H 3.40 1.06 0.40
6 H 3.05 -0.04 1.71
7 H 0.27 2.16 2.94
8 H 0.68 0.48 2.46
9 C -1.21 -1.50 -2.21
10 C -2.72 -0.28 -0.98
11 N -2.45 -0.77 -2.11
12 H -0.46 -0.87 -2.71
13 H -0.71 -1.78 -1.27
14 H -1.31 -2.37 -2.87
15 H -3.70 0.15 -0.76
16 H -2.13 -0.42 -0.06

Let us look at the natural (NBO) charges, expressed in e, one per atom: atom 1 (C): -0.46, atom 2 (C): -0.09, atom 3 (N): -0.36, atom 4 (H): 0.19, atom 5 (H): 0.21, atom 6 (H): 0.20, atom 7 (H): 0.18, atom 8 (H): 0.13, atom 9 (C): -0.45, atom 10 (C): -0.06, atom 11 (N): -0.38, atom 12 (H): 0.21, atom 13 (H): 0.17, atom 14 (H): 0.21, atom 15 (H): 0.17, atom 16 (H): 0.13

---

Result of the stability comparison: version two is the least stable of them.

---

Version one
Here is the ion C11H16N3O with charge +1 from OMol25. Energies are from wB97M-V/def2-TZVPD.

Summary:
Charge: +1
Lowest unoccupied orbital energy (alpha / beta): -3.05 / -3.05 eV
HOMO-LUMO gap (alpha / beta): 8.34 / 8.35 eV
SMILES: C=C1N2C=CC=CC2=N[C@H](O)[C@@H](C)[N@@H+]1C
HOMO (alpha / beta): -11.4 / -11.4 eV

Geometry (Å):
1 C 3.63 0.42 -0.64
2 C 3.22 -0.96 -0.78
3 C 2.73 1.34 -0.21
4 C 1.98 -1.32 -0.41
5 C 1.38 0.98 0.06
6 C -0.19 -1.21 0.42
7 C -0.12 -2.26 1.16
8 C -1.54 0.98 -0.15
9 C -0.65 1.78 0.96
10 C -1.31 1.53 -1.56
11 C -2.59 -1.47 0.21
12 N 1.00 -0.42 0.07
13 N 0.66 2.04 0.42
14 N -1.49 -0.66 -0.18
15 O -0.81 1.07 2.19
16 H 4.64 0.79 -0.86
17 H 3.80 -1.55 -1.56
18 H 2.92 2.30 0.05
19 H 1.72 -2.41 -0.49
20 H -0.96 -2.76 1.51
21 H 0.74 -2.65 1.56
22 H -2.51 1.16 0.19
23 H -1.26 2.74 0.92
24 H -0.32 1.32 -2.02
25 H -1.55 2.56 -1.32
26 H -2.23 1.12 -2.18
27 H -2.74 -1.44 1.32
28 H -3.63 -1.42 -0.31
29 H -2.47 -2.53 -0.10
30 H -1.37 -0.77 -1.19
31 H -0.68 1.70 2.91

Let us look at the natural (NBO) charges, expressed in e, one per atom: atom 1 (C): -0.13, atom 2 (C): -0.29, atom 3 (C): -0.23, atom 4 (C): 0.03, atom 5 (C): 0.42, atom 6 (C): 0.36, atom 7 (C): -0.38, atom 8 (C): -0.02, atom 9 (C): 0.22, atom 10 (C): -0.65, atom 11 (C): -0.47, atom 12 (N): -0.47, atom 13 (N): -0.54, atom 14 (N): -0.41, atom 15 (O): -0.73, atom 16 (H): 0.24, atom 17 (H): 0.26, atom 18 (H): 0.25, atom 19 (H): 0.23, atom 20 (H): 0.23, atom 21 (H): 0.25, atom 22 (H): 0.22, atom 23 (H): 0.19, atom 24 (H): 0.25, atom 25 (H): 0.26, atom 26 (H): 0.22, atom 27 (H): 0.25, atom 28 (H): 0.27, atom 29 (H): 0.25, atom 30 (H): 0.44, atom 31 (H): 0.50

---

Version two
Here is the ion C11H16N3O with charge +1 from OMol25. Energies are from wB97M-V/def2-TZVPD.

Summary:
Charge: +1
Lowest unoccupied orbital energy: -4.03 eV
HOMO-LUMO gap: 8.68 eV
HOMO: -12.7 eV

Geometry (Å):
1 C 2.98 -1.69 0.61
2 C 2.89 -0.37 0.27
3 C 1.73 -2.00 1.09
4 C 1.58 0.10 0.36
5 C 0.97 1.42 0.18
6 C -1.41 -1.84 0.47
7 C -1.31 0.86 0.81
8 C -0.45 -1.14 1.47
9 C -2.10 0.40 -0.41
10 C -1.52 -1.01 -0.87
11 C 1.89 2.51 -0.30
12 N -0.27 1.75 0.48
13 N 0.89 -1.00 1.02
14 N -1.97 1.36 -1.51
15 O -2.32 -1.71 -1.82
16 H 3.95 -2.16 0.45
17 H 3.71 0.26 -0.16
18 H 1.53 -2.98 1.53
19 H -0.81 -2.67 -0.02
20 H -2.37 -1.85 0.92
21 H -1.85 1.13 1.68
22 H -0.61 -1.50 2.44
23 H -3.21 0.12 -0.12
24 H -0.53 -0.82 -1.22
25 H 1.91 3.35 0.28
26 H 1.54 2.83 -1.27
27 H 2.96 2.13 -0.15
28 H -2.08 0.91 -2.41
29 H -0.50 2.70 0.16
30 H -2.71 2.06 -1.43
31 H -2.52 -1.14 -2.54

Let us look at the natural (NBO) charges, expressed in e, one per atom: atom 1 (C): -0.31, atom 2 (C): -0.14, atom 3 (C): 0.08, atom 4 (C): -0.03, atom 5 (C): 0.44, atom 6 (C): -0.48, atom 7 (C): 0.00, atom 8 (C): 0.09, atom 9 (C): -0.14, atom 10 (C): 0.13, atom 11 (C): -0.67, atom 12 (N): -0.52, atom 13 (N): -0.36, atom 14 (N): -0.85, atom 15 (O): -0.69, atom 16 (H): 0.27, atom 17 (H): 0.24, atom 18 (H): 0.24, atom 19 (H): 0.26, atom 20 (H): 0.24, atom 21 (H): 0.23, atom 22 (H): 0.22, atom 23 (H): 0.21, atom 24 (H): 0.16, atom 25 (H): 0.25, atom 26 (H): 0.26, atom 27 (H): 0.25, atom 28 (H): 0.37, atom 29 (H): 0.43, atom 30 (H): 0.38, atom 31 (H): 0.47

---

Result of the stability comparison: version one is the least stable of them.